Entry 1:
A 4-piece molecular cluster, C35H62ClFN3O15S3 overall, computed with ωB97M-V with the def2-TZVPD basis set.

Computed properties:
LUMO level ... -3.40 eV
Net charge ... +1
Kohn-Sham gap ... 8.1 eV

Atoms and positions in Å:
C  0.892  2.428  -4.398
C  0.801  1.154  -3.769
C  1.004  -0.245  -2.973
N  0.545  -0.291  -1.522
C  -0.968  -0.163  -1.227
C  -1.374  -1.372  -0.148
C  -2.979  -1.505  0.147
C  -3.770  -0.762  1.165
C  -2.048  -0.154  -2.439
C  -2.279  -1.643  -3.166
C  -2.839  -1.296  -4.681
N  -3.231  -2.543  -5.458
C  -0.899  1.228  -0.299
C  -1.247  2.635  -1.122
O  -0.326  3.475  -1.610
N  -2.712  3.075  -1.329
C  -3.289  3.641  -0.051
O  -3.406  4.964  0.113
F  -3.704  2.759  1.078
C  0.577  1.162  0.492
C  0.430  1.031  2.101
Cl  -0.807  2.381  2.605
C  1.749  1.383  3.003
C  2.669  0.104  3.451
C  1.522  0.235  -0.434
C  2.644  1.288  -1.000
C  3.651  1.969  0.076
C  3.392  3.604  0.320
C  2.415  -1.005  0.088
C  1.721  -2.112  1.062
C  2.847  -3.149  1.736
C  2.128  -4.596  2.114
C  2.576  -5.012  3.640
C  1.701  -4.243  4.811
C  1.633  -5.240  6.118
O  1.050  -4.559  7.315
C  1.267  -5.537  8.403
H  0.798  3.562  -4.740
H  0.417  -1.082  -3.589
H  2.141  -0.611  -3.002
H  0.649  -1.341  -1.354
H  -0.880  -1.172  0.920
H  -1.030  -2.448  -0.535
H  -3.579  -2.323  -0.483
H  -4.880  -0.485  0.885
H  -3.357  -0.369  2.197
H  -1.845  0.584  -3.324
H  -3.140  0.147  -2.059
H  -3.142  -2.210  -2.615
H  -1.323  -2.315  -3.148
H  -2.036  -0.676  -5.284
H  -3.851  -0.683  -4.527
H  -3.419  -3.357  -4.833
H  -2.524  -2.751  -6.197
H  -1.873  1.099  0.333
H  -3.281  2.297  -1.729
H  0.906  2.304  0.366
H  -0.051  0.050  2.513
H  2.419  2.265  2.557
H  1.326  1.841  4.023
H  3.556  -0.096  2.700
H  3.198  0.424  4.474
H  2.056  -0.871  3.727
H  3.322  0.818  -1.863
H  2.030  2.184  -1.497
H  4.746  1.936  -0.402
H  3.774  1.379  1.101
H  4.213  4.261  -0.228
H  3.576  3.774  1.480
H  2.306  3.942  0.048
H  3.446  -0.721  0.618
H  2.762  -1.605  -0.887
H  1.099  -1.703  1.958
H  1.034  -2.811  0.383
H  3.273  -2.676  2.735
H  3.709  -3.334  0.948
H  2.531  -5.398  1.348
H  0.960  -4.575  1.996
H  3.716  -4.717  3.808
H  2.539  -6.192  3.755
H  0.599  -4.018  4.421
H  2.242  -3.255  5.134
H  2.728  -5.603  6.424
H  0.962  -6.183  5.894
H  2.361  -5.461  8.848
H  0.533  -5.337  9.301
H  1.113  -6.651  8.030
C  -3.795  4.445  -4.102
C  -4.672  5.623  -3.686
O  -4.762  6.449  -4.844
S  -4.704  5.506  -6.174
O  -6.060  5.272  -6.620
O  -3.664  6.004  -7.043
O  -4.168  4.149  -5.447
H  -2.736  4.721  -4.095
H  -3.947  3.571  -3.463
H  -4.250  6.180  -2.846
H  -5.684  5.290  -3.430
C  5.401  1.580  -7.218
C  5.206  2.920  -6.514
O  4.523  2.608  -5.301
S  4.991  1.130  -4.794
O  6.026  1.301  -3.799
O  3.810  0.329  -4.572
O  5.694  0.644  -6.182
H  4.480  1.259  -7.716
H  6.216  1.611  -7.946
H  4.626  3.625  -7.113
H  6.169  3.371  -6.252
C  -3.649  -0.027  5.583
C  -4.685  -0.300  6.671
O  -5.422  -1.430  6.208
S  -4.433  -2.387  5.334
O  -3.954  -3.446  6.194
O  -5.051  -2.633  4.052
O  -3.224  -1.312  5.130
H  -4.098  0.502  4.736
H  -2.798  0.546  5.959
H  -5.349  0.551  6.837
H  -4.203  -0.575  7.614

Forces on the atoms, in the same order (eV/Å):
C -0.980 -8.739 5.112
C 1.237 8.709 -3.475
C 0.709 0.204 -3.168
N 0.148 -3.545 -0.994
C -1.518 1.877 2.074
C -0.714 -0.993 1.414
C -1.941 1.465 1.871
C 1.898 -1.302 -2.629
C -0.686 -0.734 -1.017
C -0.609 0.991 -0.185
C -0.347 -0.514 0.595
N 1.161 0.725 0.472
C -1.831 -0.669 -0.490
C 4.858 3.766 -2.197
O -5.811 -5.587 3.404
N 0.493 -0.759 2.806
C -0.699 7.019 1.435
O 0.755 -9.858 -0.975
F 1.270 2.098 -3.736
C -1.550 2.370 -0.194
C 0.348 -0.023 0.768
Cl 0.821 -1.103 -0.654
C 0.024 0.387 1.176
C 0.721 0.576 0.952
C 2.139 1.947 1.105
C -0.232 0.971 -1.847
C 1.460 0.514 -0.156
C 0.563 -0.515 1.114
C 0.489 -1.493 0.595
C 0.334 -1.469 -0.257
C -0.830 0.126 -0.334
C 0.968 -0.030 0.090
C 0.335 -0.085 0.015
C -0.061 -0.869 0.285
C 0.147 0.354 -0.130
O 1.283 -2.716 -0.445
C 0.091 -0.391 1.186
H 0.170 -3.208 0.787
H 1.049 1.966 1.569
H -2.450 1.258 0.041
H 0.033 1.377 -0.306
H -0.775 -0.370 -2.555
H -0.495 2.434 0.655
H 1.315 2.505 0.951
H 2.148 -1.407 1.070
H -0.505 -0.343 -2.616
H 0.197 -1.123 1.881
H 2.653 -0.659 -0.243
H 1.778 0.988 -0.965
H -1.713 1.248 -0.228
H -1.778 -1.169 1.228
H 2.386 -0.914 -0.312
H 0.467 0.993 -0.914
H -0.925 -0.067 1.206
H 2.050 0.357 -0.510
H 0.509 0.482 0.940
H -0.267 -2.656 0.278
H 0.889 1.807 -0.983
H -1.649 -2.116 0.698
H 0.798 -1.113 -2.359
H -2.002 0.102 1.455
H -1.113 -0.688 -2.274
H 1.229 2.083 -0.854
H -1.658 0.765 1.911
H 1.371 -1.967 0.891
H -2.476 -0.186 0.987
H -0.600 1.326 -2.245
H -1.971 -1.497 0.949
H -0.528 -0.066 -2.417
H 2.120 -0.586 0.439
H -2.521 -0.007 -1.364
H -0.692 1.344 1.918
H 1.039 -0.514 -1.903
H 1.237 1.490 1.587
H -0.761 -0.887 -2.279
H -1.657 0.447 1.759
H -0.839 1.544 1.610
H 2.239 0.135 0.381
H -2.378 -0.672 -0.505
H -0.188 2.475 -0.117
H 2.380 -0.415 0.918
H -1.161 -1.793 -0.659
H -2.197 0.736 -0.881
H 1.395 1.788 0.230
H -2.063 -0.077 -1.087
H 1.319 -0.218 -2.037
H 0.179 2.300 0.712
C 0.373 0.325 0.351
C -0.294 -0.461 0.441
O 0.525 -0.587 -0.843
S -0.430 0.318 -0.629
O 1.990 0.243 0.363
O -1.507 -0.595 1.036
O -0.577 0.653 -0.257
H -0.080 -0.042 0.131
H -0.098 0.165 -0.400
H -0.011 0.065 -0.307
H 0.106 -0.020 0.048
C -0.467 0.410 -0.579
C 0.761 0.145 -0.459
O -0.211 -1.291 0.363
S 0.613 0.310 -0.121
O -1.620 -0.575 -1.043
O 1.277 0.806 0.196
O -0.300 0.415 1.258
H 0.094 0.071 0.006
H -0.038 -0.152 0.314
H -0.090 -0.180 0.282
H -0.085 -0.030 -0.107
C -0.373 0.621 0.020
C 0.553 0.251 0.440
O 0.517 -0.429 -1.028
S -0.200 -0.719 0.311
O -0.603 1.316 -1.504
O 0.767 0.139 1.611
O -0.518 -0.655 0.306
H 0.004 0.037 0.105
H -0.038 -0.303 -0.092
H -0.062 -0.300 -0.153
H -0.005 0.114 -0.085

Atom charges from the Löwdin analysis, given in e for atoms 1 to 2:
1 C 0.125
2 C -0.056

Entry 2:
C32H28Br4CrN7O5P as an isolated structure, computed with ωB97M-V with the def2-TZVPD basis set.

Computed properties:
Spin multiplicity ... 5
LUMO level (spin up / spin down) ... -0.49 / -0.69 eV
Kohn-Sham gap (spin up / spin down) ... 4.5 / 6.9 eV

Atoms and positions in Å:
Cr  0.423  0.549  0.718
C  2.448  4.007  -0.787
C  2.221  2.821  -0.087
N  1.015  2.442  0.294
C  -0.038  3.270  0.045
C  0.110  4.520  -0.593
C  1.402  4.857  -1.048
C  -1.023  5.353  -0.706
C  -2.216  4.951  -0.161
C  -2.379  3.692  0.432
C  -1.315  2.800  0.486
N  -1.263  1.514  0.936
C  -2.126  0.923  1.836
C  -3.502  0.992  1.928
C  -4.170  0.328  2.970
C  -3.496  -0.399  3.914
C  -2.093  -0.533  3.831
C  -1.302  -1.256  4.748
C  0.063  -1.267  4.585
C  0.641  -0.585  3.515
N  -0.068  0.075  2.615
C  -1.422  0.120  2.778
H  3.451  4.242  -1.112
H  3.034  2.147  0.150
H  1.557  5.782  -1.588
H  -0.933  6.311  -1.199
H  -3.064  5.622  -0.196
H  -3.340  3.431  0.848
H  -4.082  1.525  1.189
H  -5.248  0.402  3.028
H  -4.024  -0.882  4.726
H  -1.772  -1.770  5.577
H  0.700  -1.787  5.287
H  1.717  -0.561  3.389
Br  6.324  -4.451  1.497
C  5.100  -3.021  1.368
C  5.540  -1.708  1.374
Br  7.378  -1.320  1.570
C  4.620  -0.672  1.233
Br  5.164  1.137  1.218
C  3.241  -0.893  1.092
O  2.418  0.101  0.916
C  2.806  -2.245  1.157
O  1.483  -2.380  1.066
C  3.726  -3.270  1.267
Br  3.103  -5.063  1.260
N  1.568  0.026  -6.327
C  0.393  0.096  -5.616
O  -0.697  -0.057  -6.168
C  0.519  0.298  -4.178
C  -0.593  0.804  -3.464
C  -0.547  0.915  -2.106
N  0.531  0.530  -1.349
C  1.619  0.086  -2.036
C  1.666  -0.025  -3.397
H  1.474  -0.027  -7.328
H  2.400  0.468  -5.978
H  -1.472  1.109  -4.018
H  -1.357  1.388  -1.559
H  2.481  -0.179  -1.440
H  2.561  -0.413  -3.863
N  -2.950  -0.962  -2.149
C  -2.253  -2.278  -2.040
P  -2.027  -2.293  -0.159
O  -3.435  -2.092  0.306
O  -1.055  -1.191  0.128
C  -1.391  -3.976  0.193
N  -0.861  -4.002  1.557
H  -3.579  -0.973  -1.306
H  -3.445  -0.789  -3.019
H  -2.236  -0.231  -1.984
H  -1.344  -2.288  -2.636
H  -2.923  -3.078  -2.345
H  -0.583  -4.199  -0.509
H  -2.209  -4.684  0.023
H  -0.638  -4.947  1.841
H  -1.544  -3.627  2.208
H  1.119  -3.259  1.353

Forces on the atoms, in the same order (eV/Å):
Cr 0.772 -0.920 -1.792
C -0.199 0.464 -0.129
C -0.046 -0.396 0.187
N 0.386 0.716 0.103
C -0.218 0.308 -0.106
C 0.028 -0.346 0.164
C 0.176 -0.244 0.116
C -0.283 0.135 0.019
C 0.303 0.297 -0.201
C 0.146 -0.435 0.142
C -0.126 0.357 0.013
N -0.421 0.063 -0.147
C -0.206 0.046 -0.006
C 0.414 0.090 -0.149
C 0.031 -0.203 0.358
C -0.319 0.012 -0.078
C 0.194 0.124 -0.155
C 0.335 0.151 -0.238
C -0.374 -0.148 0.422
C 0.222 0.267 -0.458
N -0.118 -0.541 1.291
C -0.320 0.057 0.206
H 0.032 -0.017 0.020
H -0.146 -0.023 -0.050
H -0.007 0.039 0.003
H 0.020 0.031 0.016
H -0.034 -0.019 -0.028
H -0.025 -0.063 -0.035
H 0.042 0.048 0.002
H -0.008 -0.006 -0.009
H -0.021 -0.036 -0.018
H -0.006 -0.034 0.013
H 0.043 -0.004 -0.027
H -0.008 -0.094 -0.105
Br -0.031 0.035 0.012
C 0.006 -0.012 0.053
C 0.188 -0.038 0.003
Br -0.058 0.012 -0.022
C -0.220 0.179 -0.062
Br 0.175 -0.072 0.059
C 0.393 -0.096 0.038
O -0.948 -0.044 0.115
C 0.416 0.381 -0.024
O -0.925 -0.828 0.169
C 0.151 -0.251 0.015
Br -0.307 0.223 0.013
N 0.098 -0.145 -0.222
C -0.010 -0.081 0.428
O -0.004 0.152 -0.127
C -0.139 -0.036 -0.352
C 0.011 -0.079 0.166
C -0.118 0.275 -0.145
N -0.031 -0.210 0.314
C 0.322 -0.049 -0.264
C -0.046 0.081 0.156
H -0.047 0.015 0.011
H -0.038 0.019 0.072
H -0.018 0.071 0.011
H -0.003 -0.006 -0.014
H -0.026 -0.038 0.045
H 0.057 -0.028 0.061
N -0.291 -0.266 0.691
C 0.227 -0.193 0.645
P 0.101 -0.140 -0.759
O -0.171 -0.137 0.055
O 0.809 0.129 0.409
C -0.002 0.402 0.170
N 0.182 -0.077 0.078
H -0.095 0.119 -0.446
H 0.057 -0.013 -0.035
H 0.004 0.041 -0.323
H 0.030 0.188 0.003
H -0.071 0.077 -0.064
H -0.011 0.064 -0.032
H -0.027 0.054 -0.068
H -0.117 -0.059 0.046
H 0.091 -0.082 0.038
H 0.176 0.790 -0.267

Atom charges from the natural (NBO) analysis, given in e for atoms 1 to 2:
1 Cr 1.479
2 C -0.246

Entry 3:
An isolated ion of composition C5H13N2 and charge +1, computed with ωB97M-V with the def2-TZVPD basis set.

Computed properties:
LUMO level ... -3.35 eV
SMILES ... C=C(CC[NH3+])NC
Net charge ... +1
Energy above the lowest of the compared OMol25 structures with the same formula, charge and spin ... 65.8 kcal/mol
Kohn-Sham gap ... 9.3 eV

Atoms and positions in Å:
C  -1.232  0.889  -1.027
C  -1.147  0.285  0.370
C  0.244  -0.055  0.887
C  0.695  0.433  2.100
C  0.340  -2.134  -0.317
N  0.963  -0.836  -0.079
N  0.157  1.377  -1.460
H  -1.637  0.128  -1.789
H  -1.839  1.762  -0.965
H  -1.730  -0.663  0.480
H  -1.686  0.949  1.120
H  1.335  -0.187  2.807
H  0.277  1.384  2.497
H  0.138  -2.762  0.591
H  -0.592  -1.881  -0.807
H  1.069  -2.575  -1.040
H  1.874  -0.947  0.455
H  0.518  2.009  -0.756
H  0.231  1.914  -2.327
H  0.799  0.568  -1.580

Forces on the atoms, in the same order (eV/Å):
C 0.180 -1.469 -1.116
C -0.652 0.430 1.935
C -0.324 1.747 0.949
C -0.404 -1.246 -0.730
C 0.893 -0.518 -0.828
N 1.647 0.113 3.868
N -0.196 -0.200 -0.911
H 0.818 1.475 0.921
H -0.566 0.509 -0.446
H 0.349 0.692 -0.512
H 0.885 -0.587 -0.909
H -0.085 1.251 -1.467
H -0.149 -1.232 -0.051
H 0.391 0.553 -0.813
H -0.215 -0.679 -0.289
H -1.128 -0.498 0.602
H -0.894 -0.238 -1.441
H 0.358 -0.133 0.557
H -0.750 -0.092 -0.117
H -0.157 0.124 0.797

Atom charges from the natural (NBO) analysis, given in e for atoms 1 to 2:
1 C -0.223
2 C -0.513

Entry 4:
C26H33AlClGeNO3S as an isolated structure, computed with ωB97M-V with the def2-TZVPD basis set.

Computed properties:
LUMO level ... 0.26 eV
Kohn-Sham gap ... 8.2 eV

Atoms and positions in Å:
Al  0.510  0.269  0.547
N  2.691  -0.291  0.859
C  2.966  -1.235  1.969
C  2.319  -0.735  3.261
C  0.813  -0.927  3.227
O  0.227  -1.549  4.085
O  0.216  -0.389  2.194
H  3.013  -0.679  -0.022
H  3.204  0.571  1.012
H  4.036  -1.379  2.113
H  2.538  -2.202  1.700
H  2.538  0.331  3.387
H  2.714  -1.276  4.117
O  -1.430  0.703  0.409
S  -2.463  -0.297  0.954
C  -3.358  -0.787  -0.506
C  -3.167  -0.090  -1.685
C  -3.868  -0.494  -2.814
C  -4.738  -1.574  -2.748
C  -4.914  -2.262  -1.550
C  -4.218  -1.872  -0.417
C  -3.708  0.684  1.758
C  -4.355  0.133  2.850
C  -5.357  0.870  3.470
C  -5.673  2.138  3.002
C  -4.996  2.678  1.911
C  -4.005  1.949  1.275
H  -2.482  0.749  -1.713
H  -3.728  0.036  -3.748
H  -5.277  -1.887  -3.633
H  -5.588  -3.108  -1.502
H  -4.336  -2.412  0.518
H  -4.071  -0.844  3.224
H  -5.876  0.458  4.326
H  -6.444  2.716  3.496
H  -5.237  3.674  1.560
H  -3.463  2.352  0.426
Cl  -1.071  3.660  2.279
C  -0.904  3.818  0.544
C  -1.803  4.647  -0.115
C  -1.700  4.826  -1.486
C  -0.685  4.176  -2.178
C  0.202  3.354  -1.500
C  0.124  3.139  -0.118
C  1.056  2.200  0.577
H  -2.570  5.155  0.456
H  -2.398  5.474  -2.003
H  -0.581  4.314  -3.248
H  0.983  2.839  -2.051
H  1.104  2.442  1.639
H  2.063  2.322  0.170
C  -0.974  -3.376  0.937
Ge  0.029  -2.900  -0.677
C  1.686  -3.933  -0.667
C  -1.041  -3.596  -2.162
C  0.432  -1.029  -0.964
H  -0.643  -4.367  1.261
H  -2.037  -3.445  0.684
H  -0.853  -2.682  1.774
H  1.450  -5.000  -0.695
H  2.295  -3.750  0.223
H  2.284  -3.691  -1.550
H  -1.550  -4.505  -1.830
H  -0.423  -3.842  -3.030
H  -1.800  -2.871  -2.472
H  -0.358  -0.685  -1.637
H  1.337  -1.062  -1.585

Forces on the atoms, in the same order (eV/Å):
Al 0.192 -0.243 0.073
N -0.061 -0.117 0.267
C -0.196 0.215 -0.089
C 0.054 -0.028 -0.102
C -0.079 0.114 -0.214
O 0.013 0.004 0.050
O -0.164 -0.089 0.097
H -0.001 0.002 -0.007
H 0.044 -0.004 0.013
H 0.103 0.001 0.010
H 0.011 0.026 -0.020
H 0.011 -0.041 0.043
H 0.025 0.003 0.023
O -0.399 -0.344 0.394
S 0.525 0.191 -0.020
C -0.088 0.099 0.057
C -0.090 -0.015 -0.129
C 0.025 0.003 0.005
C -0.009 -0.051 0.066
C -0.010 0.023 -0.067
C 0.008 -0.036 -0.053
C 0.082 0.068 -0.222
C 0.006 -0.005 0.073
C -0.008 0.060 -0.030
C 0.053 -0.043 -0.024
C 0.018 0.024 0.015
C -0.119 0.042 0.020
H 0.009 -0.037 0.009
H -0.012 -0.017 0.022
H 0.019 0.007 0.041
H 0.018 0.017 -0.014
H 0.016 0.068 -0.069
H 0.003 0.043 -0.035
H 0.013 0.015 -0.008
H 0.021 -0.018 -0.023
H -0.009 -0.041 0.017
H 0.004 -0.014 0.068
Cl -0.072 -0.014 -0.102
C 0.029 0.063 0.006
C 0.059 -0.044 0.024
C 0.017 -0.036 -0.013
C 0.015 -0.020 0.066
C -0.046 -0.056 -0.014
C 0.018 -0.053 0.149
C -0.144 0.132 -0.328
H 0.016 -0.014 0.000
H 0.037 -0.026 0.025
H -0.003 -0.019 0.032
H -0.013 0.033 0.012
H 0.080 0.004 0.073
H -0.006 0.023 -0.105
C -0.093 0.042 0.216
Ge -0.103 -0.179 0.071
C 0.240 -0.112 0.021
C -0.108 -0.109 -0.148
C 0.040 0.399 -0.096
H -0.066 0.026 -0.002
H 0.078 -0.010 0.092
H 0.021 -0.123 -0.131
H 0.055 0.051 0.004
H -0.047 -0.036 -0.083
H -0.015 -0.043 0.058
H 0.013 0.031 -0.108
H -0.058 0.048 0.069
H 0.029 -0.048 0.037
H -0.034 0.094 -0.095
H 0.029 0.116 0.037

Atom charges from the natural (NBO) analysis, given in e for atoms 1 to 2:
1 Al 1.923
2 N -0.855

Which E_tot belongs to each record? In order, -4417.2597 -13677.7807 -307.5168 -4468.8835 Eh.
Which largest force on an atom belongs to each record? In order, 10.2 2.2 4.2 0.7 eV Å⁻¹.